C6H7Cl2NO3S in the gas phase in a non-equilibrium geometry. Source: OMol25; level of theory: ωB97M-V/def2-TZVPD.

Calculated values
* lowest unoccupied orbital energy (alpha / beta): -1.19 / -1.98 eV
* energy: -49843.0409 eV
* charge: 0

Last column: natural (NBO) charge in e.
CARTESIAN COORDINATES (ANGSTROEM)
C1 1.6737 -0.6417 1.3648  0.7069
C2 0.5751 -1.8025 1.3768  -0.5059
C3 0.7126 1.3858 0.2046  0.0949
C4 -0.3032 -0.7939 0.7835  -0.2573
C5 0.0410 -0.1733 -2.0430  -0.5578
C6 -0.5473 2.1060 -0.0512  -0.4467
N1 0.7172 0.1763 0.7547  -0.4423
O1 2.8185 -0.3842 1.6278  -0.5158
O2 -2.4052 -0.4591 -0.9063  -0.8993
O3 -0.7734 -2.3232 -1.1171  -0.9642
S1 -1.0497 -0.9342 -0.8963  2.0927
Cl1 -0.7537 0.7653 -3.2400  0.0647
Cl2 -0.9185 3.1898 1.3740  -0.0789
H1 0.6784 -2.4361 0.5808  0.2627
H2 0.2335 -2.2824 2.2277  0.2426
H3 1.6928 1.8407 -0.0291  0.2411
H4 -1.2280 -0.5731 1.4596  0.2418
H5 0.7987 -0.7881 -2.4132  0.2306
H6 -1.3333 1.3374 -0.1831  0.2371
H7 -0.6294 2.7907 -0.8750  0.2531

Force components x, y, z for each atom (eV/Å):
0.599 -0.308 0.070
1.796 1.534 -0.465
1.120 1.212 -2.357
-4.424 2.966 1.306
-2.112 2.070 0.594
-0.675 -0.913 0.631
0.346 0.461 1.249
-1.131 -0.663 -0.027
0.524 0.503 0.011
-0.352 -1.518 -0.493
0.727 -1.832 -0.111
0.212 0.079 0.159
-0.119 -0.271 0.077
1.225 -2.490 -1.600
-0.274 -0.771 1.784
-0.652 -0.285 0.566
1.387 0.078 -1.198
1.227 -0.844 -0.167
-0.079 1.055 0.483
0.655 -0.063 -0.513